The following is a quantum chemistry calculation of a cluster of 5 separate species, C23H55O10P in total in a non-equilibrium geometry, from the Open Molecules 2025 dataset.

```
! RIJCOSX wB97M-V def2-TZVPD def2/J DEFGRID3
* xyz 0 1
P 1.25204 -1.30723 6.74317
O 2.21971 2.02175 -3.30072
O 3.00229 2.79447 -6.03951
O -0.17781 2.74636 -0.52889
O -0.68720 0.82387 1.65347
O -4.50409 2.92310 -1.64763
O 3.54763 -4.88012 -1.22026
O -1.00820 -5.64477 4.40348
O -3.51378 5.31433 -3.06876
O -2.44720 -5.35878 6.14399
O 1.94175 -2.56147 -0.35526
C -5.40578 2.69760 -2.72216
C 0.35258 1.42226 -0.46739
C -3.33029 -4.35648 4.10962
C -2.22024 -5.13456 4.93235
C 4.69915 -4.23861 -0.68918
C 0.12772 -4.77218 4.76428
C 3.55955 3.98850 -5.50732
C -4.57924 6.05767 -2.49514
C -2.77562 4.58230 -2.09190
C 2.47637 -4.93647 -0.28183
C 1.42625 -3.87203 -0.57551
C -3.16165 3.10856 -2.09425
C 0.00347 -0.62615 5.49981
C -0.59933 -1.71577 4.46871
C 2.41813 1.10988 -4.38028
C -0.59091 0.48226 0.27284
C 0.51513 -3.96049 3.44212
C 3.46346 1.63009 -5.35971
C -1.88504 1.52791 1.95104
C 0.59420 -2.36766 3.61895
C 2.28979 -1.90635 -1.56655
C 1.03427 2.79110 -3.45645
C 0.42689 3.61296 0.42157
H -1.29395 -2.45906 4.97336
H 0.73612 -2.51354 7.35326
H -2.90651 5.01908 -1.09601
H 2.77989 0.17284 -3.94438
H 4.41369 1.82468 -4.85146
H 2.88824 -2.54431 -2.22175
H -3.01512 2.66614 -3.08554
H -5.17514 5.45290 -1.80702
H 1.63562 -2.08761 3.99128
H -4.30440 -4.26462 4.70697
H -3.04274 -3.30347 3.79557
H 4.44965 -3.29583 -0.19594
H 1.38008 -1.58910 -2.08714
H 4.60690 4.07768 -5.81622
H -0.13413 -4.22632 2.53072
H 0.45846 1.07274 -1.49855
H 5.38274 -4.02999 -1.51377
H -1.79082 1.95039 2.95341
H -2.06523 2.34398 1.24676
H -6.42296 2.79115 -2.33795
H -2.51499 2.57600 -1.39090
H -1.58103 0.47090 -0.19594
H -1.25803 -1.11081 3.74085
H 2.01433 -5.92358 -0.38427
H 0.46886 3.16171 1.41581
H -5.26939 1.68305 -3.11297
H 1.43888 3.87415 0.09251
H 3.00158 4.83408 -5.91268
H 0.52160 -1.91545 2.56151
H 0.95272 3.21838 -4.45907
H 1.57510 -4.30876 3.15080
H 3.49427 4.01815 -4.41686
H -5.26927 3.42308 -3.52792
H 2.42409 -1.63070 5.95705
H 5.19914 -4.90531 0.02198
H -2.73379 0.83671 1.94137
H 0.54648 0.18586 4.89743
H -1.71810 4.66884 -2.36015
H -4.18110 6.93177 -1.97014
H 1.04078 -3.97338 -1.59551
H -5.22724 6.40171 -3.30344
H -0.18397 -0.53314 0.22318
H 0.15994 2.16740 -3.24723
H -3.58887 -4.96932 3.18190
H -0.10567 -4.11138 5.66488
H -0.90372 -0.11465 5.99028
H 2.84973 -4.84582 0.74365
H 1.47283 0.89935 -4.89166
H -0.16966 4.52535 0.47791
H 0.58732 -4.00510 0.11503
H 0.98760 -5.45664 5.10348
H 1.06022 3.60789 -2.73369
H 3.64175 0.86529 -6.12248
H 1.34700 1.42036 -0.00953
H 2.87628 -1.01958 -1.31749
*
```

## Properties
structure (SMILES)	CC(=O)OCCCCCP.COCCOC.COCCOC.COCCOC.COCCOC
gap between HOMO and LUMO	9.068	eV
E_tot	-2002.799111	a.u.
HOMO level	-8.51	eV